Here is a cluster of 3 separate species, C18H34B3IO6 in total in a non-equilibrium geometry from the Open Molecules 2025 dataset. Energies are from ωB97M-V/def2-TZVPD.

Structure (XYZ):
```
62
C18H34B3IO6, DFT ωB97M-V/def2-TZVPD
C 5.471 -4.294 0.525
C 4.285 -4.166 0.434
B 2.768 -4.076 0.401
O 2.042 -5.258 0.428
B 0.898 -5.139 1.167
I 0.370 -6.500 2.716
O 0.103 -4.033 0.967
B 0.776 -2.854 0.712
C -0.002 -1.492 0.795
C -1.326 -1.685 1.456
O -1.500 -1.632 2.642
O -2.341 -1.882 0.571
C -3.457 -2.608 0.995
C -3.227 -3.867 1.769
O -4.531 -2.238 0.637
O 2.113 -2.866 0.373
H 6.480 -4.650 0.459
H -0.164 -1.170 -0.236
H 0.567 -0.746 1.341
H -2.555 -3.719 2.607
H -4.196 -4.176 2.142
H -2.836 -4.650 1.124
C -0.712 1.627 3.463
C -0.294 2.336 2.180
C 1.220 2.467 2.024
C 1.909 3.307 3.100
C 1.389 4.738 3.224
C 1.584 5.567 1.958
H -0.392 2.162 4.358
H -1.796 1.523 3.514
H -0.283 0.623 3.497
H -0.768 3.320 2.124
H -0.679 1.765 1.330
H 1.440 2.883 1.037
H 1.665 1.465 2.031
H 2.982 3.336 2.883
H 1.814 2.809 4.069
H 1.913 5.225 4.051
H 0.331 4.731 3.498
H 2.641 5.622 1.689
H 1.223 6.586 2.102
H 1.041 5.145 1.111
C 0.406 1.663 -2.229
C -0.576 1.825 -3.386
C -1.730 0.824 -3.338
C -1.314 -0.644 -3.430
C -0.513 -1.010 -4.678
C -1.281 -0.789 -5.979
H 0.885 0.682 -2.237
H 1.195 2.414 -2.286
H -0.103 1.786 -1.270
H -0.040 1.742 -4.335
H -0.992 2.834 -3.360
H -2.435 1.056 -4.141
H -2.284 0.967 -2.404
H -2.216 -1.263 -3.392
H -0.730 -0.915 -2.544
H -0.229 -2.064 -4.611
H 0.423 -0.445 -4.705
H -2.200 -1.377 -5.991
H -0.680 -1.087 -6.839
H -1.549 0.260 -6.115
```

Summary:
SMILES	C#CB1OB(I)OB(CC(=O)OC(C)=O)O1.CCCCCC.CCCCCC
frontier orbital gap	10.38	eV
ΔE to the lowest compared entry with this formula, charge and spin	0.0000	eV
2S+1	1